1.
{
  "formula": "C6H5ClFNO2S",
  "method": "ωB97M-V with the def2-TZVPD basis set",
  "e_above_lowest_kj_mol": 187.9,
  "homo_energy_ev": -9.7,
  "lumo_ev": -0.776,
  "elements": ["O", "N", "O", "C", "C", "C", "C", "C", "F", "C", "Cl", "H", "H", "H", "S", "H", "H"],
  "positions_angstrom": [[2.19450, 2.00956, -0.45515], [1.31944, 1.26540, -0.82676], [0.76363, 1.36052, -1.89215], [0.71669, 0.26626, 0.10714], [-0.61769, -0.12309, -0.03136], [-1.25073, -0.94001, 0.91266], [-0.53083, -1.40301, 1.98612], [0.79361, -0.96607, 2.12777], [1.50837, -1.53311, 3.10308], [1.48340, -0.12395, 1.19732], [3.07405, 0.25653, 1.71476], [-1.05816, 0.33326, -0.88213], [-2.19414, -1.42322, 0.91111], [-1.09268, -2.06765, 2.68961], [-2.29156, 0.93064, -3.56376], [-1.48391, 1.36367, -2.58570], [-1.33398, 0.79425, -4.51256]],
  "forces_ev_per_a": [[0.256, -0.485, 0.350], [-1.113, 0.351, 0.387], [-0.243, -0.179, -1.073], [0.867, 0.362, 0.956], [0.421, 0.207, 0.179], [1.313, 0.102, -0.431], [0.620, 0.290, 0.750], [-0.095, -0.782, -0.747], [0.030, 0.317, 0.294], [-1.308, -1.387, 2.090], [0.056, 0.191, -0.673], [-0.838, -0.196, -0.524], [-1.177, 0.531, -1.023], [1.274, 0.613, -0.413], [-0.144, -0.096, -0.279], [0.187, 0.036, -0.367], [-0.105, 0.125, 0.524]]
}

---

2.
{
  "formula": "C6H5ClO",
  "method": "ωB97M-V with the def2-TZVPD basis set",
  "e_above_lowest_kj_mol": 165.9,
  "homo_energy_ev": -9.0,
  "lumo_ev": 0.482,
  "elements": ["O", "C", "C", "C", "C", "Cl", "C", "C", "H", "H", "H", "H", "H"],
  "positions_angstrom": [[-0.55895, 0.74079, 3.15044], [-0.37768, 0.21042, 1.79005], [-0.57853, -1.04035, 1.20043], [-0.35225, -1.15563, -0.18498], [0.36125, -0.23259, -0.91528], [0.12854, -0.23506, -2.72130], [0.80056, 0.89412, -0.28123], [0.49862, 1.09488, 1.02137], [-0.50827, -0.13311, 3.73206], [-1.39856, -1.67229, 1.73412], [-0.72742, -1.94864, -0.66620], [1.76104, 1.22863, -0.87942], [1.04787, 1.97005, 1.35584]],
  "forces_ev_per_a": [[0.022, -4.901, -0.923], [3.302, 2.557, 0.204], [-3.262, 0.866, 1.760], [1.415, 1.876, 1.298], [-2.868, -1.163, -0.950], [0.808, -0.256, 1.441], [3.628, -0.380, -2.302], [-0.379, 0.258, 0.960], [-0.357, 2.846, -1.492], [1.950, 0.491, -1.107], [-1.434, -2.950, -1.640], [-2.218, 0.908, 1.583], [-0.608, -0.152, 1.167]]
}

---

3.
{
  "formula": "C6H5EuNO5",
  "method": "ωB97M-V with the def2-TZVPD basis set",
  "charge": 2,
  "e_above_lowest_kj_mol": 718.6,
  "homo_energy_ev": [-17.3, -19.7],
  "lumo_ev": [-10.577, -10.302],
  "spin_multiplicity": 8,
  "elements": ["Eu", "O", "C", "C", "O", "C", "O", "C", "O", "C", "C", "N", "O", "H", "H", "H", "H", "H"],
  "positions_angstrom": [[1.13622, -0.15526, -0.97237], [2.11722, -3.70847, -2.47504], [1.86616, -2.66830, -2.06040], [-0.04609, 1.24397, -1.87667], [-0.81888, 1.94302, -2.44967], [2.03384, 0.74971, 0.62407], [2.56201, 1.13918, 1.61573], [2.62394, 0.88001, -2.00568], [3.49910, 1.36626, -2.63831], [-2.29590, -0.94679, 1.71257], [-1.25773, -0.14997, 1.01225], [-1.13394, 1.17464, 1.17128], [-0.44878, -0.79602, 0.21629], [-2.90284, -0.29679, 2.34207], [-1.81304, -1.71370, 2.33705], [-2.94040, -1.44394, 0.97196], [-0.41616, 1.72683, 0.68775], [-1.76473, 1.65562, 1.78715]],
  "forces_ev_per_a": [[-1.301, -13.010, -1.495], [-0.905, 3.771, 1.502], [0.948, -3.845, -1.555], [-8.987, 9.623, -7.218], [4.648, -4.241, 3.494], [6.965, 5.845, 11.981], [-3.231, -2.369, -5.988], [9.544, 6.921, -6.576], [-4.744, -2.831, 3.391], [-0.237, 0.533, 0.303], [0.608, -0.718, -0.644], [0.225, -1.259, -0.433], [-2.748, 1.473, 2.570], [-0.105, -0.199, 0.048], [-0.084, 0.199, -0.281], [0.288, 0.107, 0.170], [-0.726, -0.298, 0.542], [-0.158, 0.299, 0.190]]
}

---

4.
{
  "formula": "C6H5F2N5O3",
  "method": "ωB97M-V with the def2-TZVPD basis set",
  "homo_energy_ev": -10.2,
  "lumo_ev": -1.496,
  "elements": ["C", "C", "O", "C", "N", "N", "C", "N", "C", "O", "F", "C", "O", "F", "N", "N", "H", "H", "H", "H", "H"],
  "positions_angstrom": [[3.08392, -0.20585, -0.56589], [2.98699, 1.29738, -0.37181], [2.00958, 1.67768, 0.62579], [0.82487, 1.09162, 0.52975], [0.48420, 0.24565, 1.50036], [-0.71208, -0.27605, 1.44870], [-1.48109, 0.08079, 0.43290], [-2.79889, -0.43180, 0.36776], [-3.08324, -1.57794, 1.16495], [-3.38553, -2.64781, 0.77418], [-3.01629, -1.24969, 2.44568], [-3.24615, -0.57726, -1.00543], [-4.11479, 0.03281, -1.49090], [-2.53343, -1.49858, -1.64359], [-1.13131, 0.87690, -0.56802], [0.05998, 1.40072, -0.51815], [2.95993, -0.72062, 0.38996], [2.34470, -0.57995, -1.27638], [4.07913, -0.45318, -0.93950], [2.74480, 1.81309, -1.30441], [3.92473, 1.70208, 0.00406]],
  "forces_ev_per_a": [[0.057, 0.028, 0.121], [0.150, 0.157, -0.307], [0.288, -0.151, 0.259], [-0.277, 0.056, -0.094], [0.020, 0.047, 0.016], [0.029, -0.038, -0.038], [-0.103, 0.243, 0.301], [0.380, -0.726, -0.368], [0.065, 0.371, 0.176], [-0.203, 0.141, 0.019], [-0.065, -0.125, -0.079], [0.092, -0.001, 0.276], [-0.298, 0.037, -0.161], [0.060, 0.063, -0.073], [-0.026, 0.006, -0.021], [0.016, -0.078, -0.084], [0.014, 0.024, -0.055], [0.013, -0.008, 0.082], [-0.102, 0.003, -0.088], [0.000, -0.060, 0.037], [-0.110, 0.010, 0.081]]
}

---

5.
{
  "formula": "C6H5FO",
  "method": "ωB97M-V with the def2-TZVPD basis set",
  "e_above_lowest_kj_mol": 144.2,
  "homo_energy_ev": -9.5,
  "lumo_ev": 0.177,
  "elements": ["C", "C", "C", "C", "O", "C", "C", "F", "H", "H", "H", "H", "H"],
  "positions_angstrom": [[1.77996, 1.84174, -0.00683], [1.19047, 0.80295, -0.00135], [0.49485, -0.45285, 0.00642], [1.30016, -1.70920, 0.00117], [2.51000, -1.72909, -0.00250], [-0.84303, -0.49794, -0.00233], [-1.81273, 0.62688, 0.00031], [-1.44307, -1.70593, -0.00335], [2.30643, 2.76987, 0.02108], [0.72622, -2.65076, -0.00535], [-2.44830, 0.57117, -0.86075], [-2.46225, 0.55230, 0.86567], [-1.29870, 1.58088, -0.01218]],
  "forces_ev_per_a": [[0.279, 0.518, 0.072], [-0.360, -0.527, 0.018], [0.367, 0.000, -0.073], [0.479, -0.074, -0.023], [-0.580, 0.136, 0.013], [-0.218, -0.023, 0.040], [0.438, -0.136, 0.237], [0.018, 0.229, -0.001], [-0.068, -0.165, -0.051], [-0.046, 0.122, 0.014], [-0.353, -0.130, -0.621], [-0.034, 0.014, 0.263], [0.078, 0.035, 0.111]]
}

---

6.
{
  "formula": "C6H5FO",
  "method": "ωB97M-V with the def2-TZVPD basis set",
  "e_above_lowest_kj_mol": 172.2,
  "homo_energy_ev": -9.9,
  "lumo_ev": 0.848,
  "elements": ["C", "C", "C", "F", "C", "C", "O", "C", "H", "H", "H", "H", "H"],
  "positions_angstrom": [[2.40227, -1.26230, -0.03214], [1.49941, -0.46691, -0.01411], [0.43088, 0.52826, -0.01365], [0.94534, 1.78563, 0.00371], [-0.68618, 0.31891, -1.09452], [-1.62666, -0.15768, -0.01126], [-2.69893, -0.67642, 0.00199], [-0.62662, 0.25884, 1.12759], [3.16766, -1.98200, -0.03646], [-1.07480, 1.28505, -1.46043], [-0.46340, -0.42029, -1.89844], [-0.92662, 1.21690, 1.52188], [-0.34235, -0.42799, 1.90583]],
  "forces_ev_per_a": [[-1.004, 0.699, 0.057], [0.621, -0.210, -0.314], [-1.122, -1.142, 0.357], [0.267, 0.671, -0.010], [0.273, -0.225, -0.482], [0.650, -0.237, 1.236], [0.034, 0.057, -0.153], [-0.048, 0.235, -1.520], [0.416, -0.336, 0.000], [0.421, -0.342, -0.178], [-0.247, 0.775, 0.443], [-0.168, 0.343, 0.351], [-0.094, -0.288, 0.214]]
}

---

7.
{
  "formula": "C6H5I",
  "method": "ωB97M-V with the def2-TZVPD basis set",
  "e_above_lowest_kj_mol": 116.6,
  "homo_energy_ev": -8.5,
  "lumo_ev": -0.895,
  "elements": ["I", "C", "C", "C", "C", "C", "C", "H", "H", "H", "H", "H"],
  "positions_angstrom": [[-0.50966, -2.69058, -0.38518], [-0.79798, -0.33731, -0.02530], [-0.11380, -0.00565, 1.18888], [1.22881, 0.45269, 1.16266], [1.66438, 0.71940, -0.09850], [1.06909, 0.45430, -1.17975], [-0.36776, 0.31416, -1.37907], [-1.83276, -0.30847, 0.02012], [-0.45032, -0.30600, 2.11526], [1.73840, 0.60481, 2.10262], [-0.77143, 1.34066, -1.39829], [-0.85698, -0.23801, -2.12345]],
  "forces_ev_per_a": [[-0.076, 1.093, 0.233], [0.908, -0.738, -1.072], [4.000, 0.914, -1.224], [-3.072, -0.977, 2.629], [-0.904, -0.494, -5.689], [2.184, 0.631, 2.622], [0.009, 0.977, 1.930], [-1.942, -0.237, 0.294], [-1.193, -0.441, 1.771], [0.166, 0.089, -0.052], [-0.137, -0.121, 0.056], [0.058, -0.696, -1.498]]
}

---

8.
{
  "formula": "C6H5I",
  "method": "ωB97M-V with the def2-TZVPD basis set",
  "e_above_lowest_kj_mol": 93.5,
  "homo_energy_ev": -8.7,
  "lumo_ev": -0.015,
  "elements": ["C", "C", "C", "C", "C", "C", "I", "H", "H", "H", "H", "H"],
  "positions_angstrom": [[0.26841, 2.41243, 0.25031], [0.43387, 1.29084, -0.38000], [0.55200, 0.21626, -1.03161], [0.62937, -1.10424, -1.23448], [0.15809, -1.70756, 0.07581], [-0.85836, -1.22213, 0.71925], [-2.55941, -0.05878, 0.17798], [0.80994, 3.36674, -0.13473], [-0.08248, 2.38744, 1.28123], [1.03058, -1.66680, -2.06812], [0.82549, -2.33768, 0.68930], [-1.20748, -1.57652, 1.65505]],
  "forces_ev_per_a": [[1.796, 2.094, 0.082], [-0.043, 0.090, -0.812], [0.799, -1.187, -1.260], [-0.486, 1.092, 2.035], [1.679, -0.225, -1.288], [-2.976, -0.050, 0.860], [0.577, -0.167, -0.309], [-1.431, -1.608, 0.650], [-0.138, 0.228, -0.236], [-0.018, 0.241, 0.104], [-0.310, -0.072, -0.719], [0.552, -0.435, 0.892]]
}

---

9.
{
  "formula": "C6H5IN2",
  "method": "ωB97M-V with the def2-TZVPD basis set",
  "e_above_lowest_kj_mol": 215.7,
  "homo_energy_ev": -9.1,
  "lumo_ev": -0.225,
  "elements": ["C", "C", "C", "C", "C", "C", "N", "N", "I", "H", "H", "H", "H", "H"],
  "positions_angstrom": [[1.33680, -1.43371, 2.36045], [1.10975, -1.18862, 1.17960], [-1.81319, 1.39110, -0.35752], [-0.93582, 0.81682, 0.46494], [-0.34367, 0.60915, -1.63884], [0.94456, -0.84840, -0.14739], [-1.42285, 1.25418, -1.66232], [-0.01747, 0.20571, -0.36640], [2.80419, -0.38521, -1.05070], [1.39492, -1.45853, 3.41389], [-2.75637, 1.99678, -0.16011], [-0.81808, 0.66648, 1.45870], [0.15823, 0.42843, -2.56848], [0.35899, -2.05418, -0.92582]],
  "forces_ev_per_a": [[-0.929, 0.975, -2.999], [0.930, -1.250, 4.895], [-2.845, 2.216, -0.086], [0.496, -1.205, -1.589], [0.993, -1.317, -0.296], [-2.678, -2.256, -3.900], [-2.040, 1.724, -0.248], [1.358, 0.091, -1.366], [0.435, -0.038, -0.222], [0.204, -0.317, 0.361], [1.611, -1.029, 0.087], [-0.131, -0.187, 2.868], [0.721, -0.641, 0.179], [1.874, 3.235, 2.314]]
}

---

10.
{
  "formula": "C6H5N",
  "method": "ωB97M-V with the def2-TZVPD basis set",
  "e_above_lowest_kj_mol": 354.5,
  "homo_energy_ev": -9.3,
  "lumo_ev": 1.047,
  "elements": ["C", "C", "C", "N", "C", "C", "C", "H", "H", "H", "H", "H"],
  "positions_angstrom": [[-2.48501, 0.78472, 0.33946], [-1.59468, 0.06339, -0.03717], [-0.61265, -0.89202, -0.49729], [0.24850, -1.58676, 0.46189], [0.86170, -0.63672, -0.46596], [1.46279, 0.60584, -0.02761], [2.10437, 1.59050, 0.24455], [-3.27151, 1.42787, 0.66919], [-0.96201, -1.53339, -1.30434], [0.13660, -1.15409, 1.37702], [1.43810, -1.13371, -1.24923], [2.67381, 2.46435, 0.48947]],
  "forces_ev_per_a": [[0.533, -0.362, -0.207], [-0.478, 0.409, 0.213], [-0.154, -0.019, -0.172], [-0.018, 0.001, 0.270], [0.223, 0.033, -0.221], [0.364, 0.436, 0.056], [-0.356, -0.426, -0.060], [0.170, -0.098, -0.052], [0.014, 0.116, 0.131], [0.059, -0.013, -0.104], [-0.135, 0.163, 0.188], [-0.222, -0.241, -0.041]]
}

---

| no. | electronic energy (Eh) |
| --- | --- |
| 1 | -1394.98471 |
| 2 | -766.98573 |
| 3 | -1372.09374 |
| 4 | -930.80926 |
| 5 | -406.64479 |
| 6 | -406.63413 |
| 7 | -529.14687 |
| 8 | -529.15566 |
| 9 | -638.67551 |
| 10 | -286.20816 |